C23H49N6O8 | ωB97M-V/def2-TZVPD

DFT total energy in eV: -49956.139
HOMO energy in Ha: -0.410
Kohn-Sham gap in eV: 8.0

```
! wB97M-V def2-TZVPD RIJCOSX def2/J DEFGRID3
* xyz 1 1
O -5.0639 0.0015 2.9001
O -3.7397 0.3568 2.4916
C -3.7716 0.9474 1.2325
N -3.0753 0.0988 0.2421
C -2.5036 -1.0134 0.5074
C -1.8255 -1.5048 -0.7380
C -1.3711 -2.9655 -0.8202
C 0.1212 -2.9601 -1.2017
C 1.0561 -2.5952 -0.0893
O 0.8848 -3.9437 -0.5840
C -2.6078 -0.8390 -1.8780
C -3.0013 0.5041 -1.1763
H -5.1225 -0.9487 2.7164
H -3.1930 1.8782 1.2845
H -4.7789 1.1732 0.8864
H -2.5061 -1.4882 1.4791
H -0.9011 -0.8950 -0.7173
H -1.3772 -3.4775 0.1436
H -1.8816 -3.5229 -1.6032
H 0.3807 -2.6312 -2.2035
H 0.5109 -2.3934 0.8273
H 2.0469 -2.2373 -0.3106
H -3.4984 -1.3515 -2.2307
H -1.9224 -0.6190 -2.6942
H -2.3913 1.3726 -1.3891
H -4.0433 0.6844 -1.4534
C 1.5671 0.9065 -2.0592
O 0.8583 -0.0935 -2.0928
N 1.4544 1.8749 -1.1404
C 2.3127 3.0466 -1.1395
C 0.4331 1.7386 -0.1210
H 2.3586 1.0920 -2.7993
H 2.8745 3.0943 -0.2055
H 1.7109 3.9512 -1.2373
H 3.0153 2.9959 -1.9679
H 0.6045 0.8238 0.4551
H -0.5401 1.6707 -0.5948
H 0.4451 2.5924 0.5427
C -2.2930 4.2532 1.6341
O -1.8085 3.4117 0.8756
N -1.6668 4.7726 2.6885
C -2.2942 5.7651 3.5482
C -0.3114 4.3345 2.9884
H -3.3092 4.6512 1.4912
H -1.7069 6.6834 3.5429
H -2.3542 5.3856 4.5684
H -3.2981 5.9866 3.1941
H 0.3449 4.5537 2.1455
H -0.2984 3.2582 3.1649
H 0.0515 4.8506 3.8720
C 5.0409 -1.4238 -0.8972
O 5.2313 -0.3482 -1.4328
N 6.0002 -2.2848 -0.5191
C 5.6927 -3.5537 0.1123
C 7.3904 -1.9262 -0.7559
H 4.0259 -1.7918 -0.6710
H 6.1486 -3.5989 1.1033
H 6.0782 -4.3761 -0.4926
H 4.6152 -3.6695 0.2144
H 7.6299 -0.9987 -0.2357
H 7.5592 -1.7721 -1.8216
H 8.0379 -2.7216 -0.3970
C -1.4350 -5.2359 3.2882
O -2.0660 -4.7836 2.3431
N -0.2368 -5.8309 3.1913
C 0.4882 -6.3082 4.3538
C 0.3474 -5.9883 1.8673
H -1.8007 -5.1614 4.3253
H 1.4517 -5.8005 4.4271
H 0.6594 -7.3826 4.2722
H -0.0830 -6.1114 5.2584
H 0.4409 -5.0126 1.3967
H -0.3045 -6.5986 1.2421
H 1.3241 -6.4589 1.9424
C -2.7922 4.2762 -3.7654
O -3.6093 4.6228 -4.5902
N -1.5357 3.8692 -4.0452
C -0.6175 3.4624 -3.0031
C -1.1024 3.8407 -5.4338
H -3.0174 4.2613 -2.6822
H 0.2685 4.1000 -3.0109
H -0.3134 2.4258 -3.1641
H -1.1023 3.5438 -2.0294
H -1.1718 4.8386 -5.8665
H -1.7439 3.1750 -6.0114
H -0.0741 3.4918 -5.4880
*
```

=====

C4H7N | ωB97M-V/def2-TZVPD

DFT total energy in eV: -5748.649
Energy relative to the best compared isomer or geometry (same formula, charge and spin) in kcal/mol: 63.8
HOMO energy in Ha: -0.274
SMILES: C=C/C=C/N
Kohn-Sham gap in eV: 8.5

```
! wB97M-V def2-TZVPD RIJCOSX def2/J DEFGRID3
* xyz 0 1
C -2.3072 -0.3702 -0.8606
C -0.9814 -0.5285 -0.7118
C -0.0888 0.3411 0.1517
C 1.2629 -0.1277 0.2892
N 2.1491 0.6779 1.0869
H -2.7393 -0.7732 -1.8016
H -3.1373 0.0341 -0.2865
H -0.5405 -1.4255 -1.0805
H -0.6160 0.8507 1.0159
H 2.0084 -0.8701 -0.2389
H 3.1847 0.6349 0.9964
H 1.8055 1.5566 1.4397
*
```

=====

Question: What is the HOMO energy in the second record?
Answer: -0.274 Ha